CH4BBrCsN2O2P2S | ωB97M-V/def2-TZVPD

Geometry as XYZ:
```
15
Properties=species:S:1:pos:R:3:forces:R:3
N -2.50220 -0.28787 1.07684 -0.33 -0.13 -0.41
B -1.60416 -0.68615 0.07209 0.35 -0.05 -0.19
O -1.78435 -1.78463 -0.70207 -0.57 0.00 0.26
P -0.03201 0.46424 -0.07430 -0.05 0.58 -0.12
N 0.86121 -0.11110 -1.45026 -0.22 0.35 -0.18
C 0.71979 0.37430 -2.55672 0.13 -0.42 0.30
S 0.56097 0.93456 -3.99275 0.04 0.10 -0.24
P 1.05927 -0.18426 1.74748 -0.51 -0.62 0.46
O 1.59102 1.26494 2.27141 0.42 0.16 -0.01
Br 3.01144 -0.87185 0.83130 -3.02 -3.17 2.02
H -3.36209 -0.81838 1.13053 0.00 -0.05 0.17
H -2.69155 0.69519 1.18646 0.21 0.07 0.35
H -1.39784 -1.76218 -1.57417 0.49 -0.19 -0.18
H 0.88762 1.91823 2.36602 -0.07 0.14 -0.05
Cs 4.68288 0.85495 -0.33185 3.13 3.24 -2.20
```
Positions in Å, forces in eV/Å.

## Properties
Electronic energy: -4000.29528 Ha
Kohn-Sham gap: 7.985 eV
Largest force on an atom: 5.01 eV Å⁻¹
Total charge: +1

***

C30H29F5IrN2O4P2S2 | ωB97M-V/def2-TZVPD

Geometry as XYZ:
```
75
Properties=species:S:1:pos:R:3:forces:R:3
Ir 0.63219 0.90065 0.27196 -0.13 0.14 0.59
C 2.12156 -1.67176 -1.22887 0.02 0.02 -0.04
P 2.42037 -0.40746 0.01145 -0.06 0.04 -0.23
C 2.96721 -1.27919 1.48405 -0.09 -0.02 0.06
C 3.76414 0.64366 -0.58046 -0.02 0.01 -0.06
C 4.88022 0.13720 -1.23736 0.06 0.00 -0.03
C 5.85738 1.00960 -1.69714 -0.04 0.01 0.03
C 5.72228 2.37965 -1.50470 -0.04 -0.03 0.02
C 4.61718 2.88696 -0.83456 0.04 0.05 -0.02
C 3.63532 2.02009 -0.37301 0.08 -0.06 0.05
P 2.21046 2.51675 0.61278 -0.02 0.02 -0.14
C 2.85778 2.89362 2.25110 0.10 -0.05 -0.01
C 1.56384 4.08522 -0.00967 0.01 0.04 -0.04
H 3.02753 -2.25304 -1.40813 0.02 0.00 0.03
H 1.80918 -1.20906 -2.16522 -0.02 -0.03 -0.01
H 1.33825 -2.34729 -0.88323 0.00 0.00 -0.02
H 3.88117 -1.82530 1.24331 -0.01 0.00 -0.02
H 2.19519 -1.98855 1.78667 0.03 -0.01 0.04
H 3.16337 -0.58930 2.30184 0.01 0.02 0.01
H 4.99621 -0.92686 -1.40140 0.01 0.00 -0.01
H 6.72456 0.62022 -2.21241 0.00 0.00 -0.01
H 6.48231 3.05353 -1.87561 0.00 0.00 0.00
H 4.52695 3.95580 -0.68280 0.01 0.00 0.01
H 3.73635 3.52871 2.12378 -0.02 0.01 0.02
H 3.14647 1.98471 2.77620 0.00 0.00 0.01
H 2.10992 3.42522 2.83284 -0.04 0.03 0.03
H 2.24593 4.91007 0.20137 0.04 -0.04 0.01
H 0.61733 4.29042 0.49532 0.00 0.02 -0.01
H 1.40157 4.02893 -1.08620 -0.05 0.01 0.01
O -3.06483 -3.98704 4.17252 0.01 -0.02 -0.02
C -3.87722 -3.98778 3.02494 -0.01 0.01 0.00
N -3.34379 -2.90219 2.22118 0.06 -0.05 0.04
C -3.65662 -2.76652 0.92197 -0.04 0.02 -0.01
O -4.42371 -3.49403 0.32547 0.02 0.00 0.00
C -2.98443 -1.63868 0.17100 -0.02 -0.02 0.00
C -3.60516 -1.17704 -0.98435 -0.02 0.00 0.00
C -2.98592 -0.20227 -1.74696 0.00 -0.01 0.00
C -1.75310 0.26033 -1.34065 0.01 0.01 0.03
N -1.14864 -0.17153 -0.21814 0.03 -0.22 -0.24
C -1.75902 -1.11254 0.52354 0.06 0.05 -0.05
H -3.42697 -4.59623 4.82377 -0.01 0.01 0.00
H -4.92802 -3.80287 3.26628 0.01 0.01 0.01
H -3.80428 -4.91386 2.45080 0.01 0.01 -0.01
H -2.81053 -2.21410 2.72749 -0.05 0.02 -0.01
H -4.55309 -1.61406 -1.27175 0.00 0.00 0.00
H -3.43193 0.17505 -2.65547 0.00 0.00 -0.01
H -1.21970 1.00236 -1.92886 0.00 0.00 0.01
H -1.22527 -1.43016 1.40836 -0.01 -0.03 0.00
F -1.07798 -5.32585 -7.60483 0.00 0.02 0.05
C -1.03323 -4.84087 -6.38692 -0.01 -0.01 -0.05
C -0.20937 -5.44037 -5.43624 0.03 -0.04 0.00
F 0.51830 -6.49165 -5.77383 -0.01 0.01 0.00
C -0.16354 -4.92577 -4.16234 -0.01 0.01 0.00
F 0.62671 -5.50154 -3.27344 -0.01 0.01 -0.02
C -0.93436 -3.79902 -3.78404 -0.09 0.02 -0.02
S -0.91988 -3.19785 -2.20972 0.05 -0.01 0.02
C -1.75296 -3.22105 -4.78697 0.02 -0.03 0.01
F -2.49291 -2.15800 -4.49306 0.03 -0.03 0.00
C -1.80702 -3.72560 -6.06173 -0.02 0.02 0.00
F -2.57633 -3.17211 -6.98517 0.01 -0.01 0.00
O -3.60689 6.10993 2.77357 0.02 -0.01 0.02
C -2.63763 5.66595 3.58758 -0.02 0.03 -0.03
O -2.30482 6.29711 4.54414 0.01 -0.02 -0.01
C -1.96334 4.35181 3.25257 -0.05 0.01 -0.03
C -2.35387 3.49891 2.22955 0.02 0.01 -0.03
C -1.67384 2.30561 2.01138 0.00 0.01 -0.08
C -0.56678 1.97837 2.79750 0.05 -0.06 0.00
S 0.35542 0.49673 2.50577 0.01 0.08 -0.01
C -0.18454 2.82928 3.83680 -0.03 0.08 0.05
C -0.89072 3.99404 4.06858 0.06 -0.06 0.03
H -3.77045 5.52789 2.02464 0.00 -0.01 0.01
H -3.21238 3.71332 1.60485 0.00 0.00 -0.01
H -2.03774 1.61484 1.26117 -0.04 0.01 0.04
H 0.64827 2.56042 4.47342 0.01 0.00 0.00
H -0.62811 4.65543 4.88374 0.00 0.00 0.00
```
Positions in Å, forces in eV/Å.

## Properties
Spin multiplicity: 2
Electronic energy: -3653.32074 Ha
<S²>: 0.78
Kohn-Sham gap (spin up / spin down): 5.669 / 6.228 eV
Largest force on an atom: 0.62 eV Å⁻¹
Total charge: +2

***

C4H8OS | ωB97M-V/def2-TZVPD

Geometry as XYZ:
```
14
Properties=species:S:1:pos:R:3:forces:R:3
C 2.11975 -0.39720 0.44950 -1.55 -0.05 1.24
C -0.44027 0.55904 -0.23569 1.70 0.91 -1.25
C -1.01409 1.75939 -0.32223 -0.02 3.61 0.30
C -1.17012 -0.59545 0.28955 -2.14 0.91 -7.88
H 3.02435 -1.58535 0.28786 -2.80 4.27 0.51
H 0.94828 -0.85012 1.11782 4.71 1.43 -1.39
H 2.54207 0.89557 0.86227 -0.83 -4.89 -0.60
H -0.42671 2.71205 -0.70457 -1.10 -2.34 0.54
H -2.06741 2.14072 0.11181 2.38 -1.67 -0.96
H -0.76401 -1.09205 1.01040 1.72 -2.68 4.93
H -2.15275 -0.16177 0.29232 -0.77 -0.76 1.24
H -0.49984 -1.96402 -1.17822 1.60 -0.07 0.02
O -1.30075 -1.58212 -0.87557 -2.16 1.35 1.86
S 1.20150 0.16132 -1.10525 -0.75 -0.02 1.43
```
Positions in Å, forces in eV/Å.

## Properties
Electronic energy: -630.38696 Ha
Kohn-Sham gap: 9.079 eV
Largest force on an atom: 8.21 eV Å⁻¹
Total charge: 0

***

C24H24N7O4OsSSe2 | ωB97M-V/def2-TZVPD

Geometry as XYZ:
```
63
Properties=species:S:1:pos:R:3:forces:R:3
Os -0.33929 0.79987 -0.12713 0.03 -0.18 0.16
O 2.37164 2.11130 -1.46159 0.13 -0.06 -0.02
C 2.57218 1.39987 -0.50468 -0.26 0.24 0.00
O 1.66970 0.76219 0.19884 0.25 -0.10 0.06
C 4.00441 1.19455 -0.11865 -0.12 -0.09 -0.08
C 4.90363 2.29836 -0.20421 0.13 0.11 -0.01
C 6.21610 2.13253 0.13901 -0.05 0.07 -0.02
C 6.67264 0.85666 0.52797 0.09 -0.02 0.03
C 5.76503 -0.23197 0.57411 -0.20 -0.05 0.13
C 4.46056 -0.09787 0.23265 0.14 -0.12 0.11
N 6.26087 -1.57070 0.99593 -0.04 -0.05 -0.55
O 7.45480 -1.68357 1.08387 0.09 0.04 0.19
O 5.41804 -2.42573 1.12877 -0.02 -0.01 0.21
H 4.52096 3.25224 -0.54152 0.00 0.00 0.01
H 6.91359 2.95794 0.10519 0.00 0.01 -0.01
H 7.71050 0.67580 0.78519 0.01 0.01 0.00
H 3.79779 -0.94995 0.26301 0.01 0.01 0.00
C -1.56167 -4.27838 -0.35292 0.00 0.01 -0.01
C -2.59079 -3.52864 -1.17671 0.04 -0.04 -0.02
N -2.34864 -2.07876 -1.01977 0.04 -0.04 0.04
C -2.77839 -1.05696 -1.72453 0.07 0.04 0.09
S -2.26993 0.60498 -1.29090 -0.23 -0.03 -0.15
N -3.61318 -1.08776 -2.73514 -0.07 0.11 -0.06
C -4.40516 -2.20412 -3.30485 -0.06 -0.04 0.04
C -3.78348 -2.75393 -4.57457 0.01 0.00 0.01
H -1.73705 -5.34963 -0.42634 -0.01 0.00 0.00
H -1.63596 -4.00952 0.70451 0.00 -0.01 0.00
H -0.54999 -4.08044 -0.70998 0.00 0.00 0.00
H -3.59896 -3.76344 -0.83548 0.02 -0.01 0.02
H -2.50526 -3.78648 -2.23133 0.01 -0.02 0.04
H -1.75377 -1.83665 -0.24137 -0.02 -0.01 -0.05
H -3.76062 -0.19682 -3.19166 0.00 -0.01 0.01
H -5.39186 -1.78553 -3.49943 0.01 -0.01 -0.02
H -4.53486 -2.96328 -2.53928 -0.02 0.06 -0.09
H -3.69634 -1.98081 -5.33760 0.00 0.00 0.00
H -4.41564 -3.54506 -4.97479 -0.01 0.00 0.00
H -2.79168 -3.16901 -4.39200 0.01 0.00 -0.01
Se 1.02598 -1.76687 1.65527 -0.07 -0.09 0.05
N -0.46411 -0.80097 1.20545 -0.02 0.42 -0.03
C -1.45856 -1.13839 2.05825 0.14 -0.18 -0.03
C -2.77415 -0.62817 2.09866 -0.07 0.04 0.03
C -3.63410 -1.14468 3.02740 0.02 0.07 -0.07
C -3.26134 -2.16289 3.95667 0.05 -0.06 0.04
C -2.00806 -2.67519 3.95485 -0.06 0.00 0.04
C -1.07341 -2.17204 2.99871 -0.05 0.03 -0.01
N 0.16455 -2.61112 2.91101 0.12 0.01 -0.06
H -3.09147 0.16085 1.43199 0.00 0.00 -0.01
H -4.64594 -0.76228 3.07072 0.00 0.02 0.00
H -3.99800 -2.51027 4.66750 0.01 -0.03 0.01
H -1.68066 -3.44371 4.64142 -0.02 0.01 0.02
Se -0.76989 3.29637 -2.43999 0.06 0.19 0.03
N -0.32718 2.73213 -0.75715 -0.09 -0.21 0.03
C 0.15885 3.78068 -0.06821 -0.01 0.11 -0.05
C 0.60305 3.78764 1.27167 0.00 0.04 0.04
C 1.03662 4.97462 1.79417 -0.01 -0.08 0.00
C 1.05528 6.18982 1.04572 -0.01 0.04 -0.05
C 0.63393 6.22033 -0.24278 0.03 0.06 0.06
C 0.17668 5.00479 -0.83280 -0.03 -0.08 -0.01
N -0.25921 4.92055 -2.07683 -0.01 -0.13 -0.03
H 0.56121 2.89618 1.88476 0.01 0.00 -0.01
H 1.36377 5.00571 2.82561 0.00 -0.01 0.01
H 1.39894 7.09201 1.53213 0.00 0.01 -0.02
H 0.61731 7.12362 -0.83678 0.02 0.01 0.01
```
Positions in Å, forces in eV/Å.

## Properties
Spin multiplicity: 5
Electronic energy: -6903.78354 Ha
<S²>: 6.06
Kohn-Sham gap (spin up / spin down): 7.461 / 4.164 eV
Largest force on an atom: 0.55 eV Å⁻¹
Total charge: +3